# 1
Here is C20H57FNbO7 as an isolated structure in a non-equilibrium geometry from OMol25. Energies are from the ωB97M-V functional and the def2-TZVPD basis.

Positions of all 86 atoms, in Å:
C (1.508, -0.893, 4.437)
C (2.824, -0.115, 4.368)
F (3.571, -0.397, 5.546)
Nb (4.025, -0.726, 2.505)
O (5.403, -1.697, 3.655)
H (1.258, -1.327, 3.484)
H (0.684, -0.258, 4.729)
H (1.625, -1.695, 5.149)
H (2.615, 0.947, 4.416)
H (4.910, 0.876, 2.518)
H (4.863, -1.109, 0.892)
H (3.085, -2.293, 2.222)
H (2.664, 0.065, 1.585)
H (5.274, -2.659, 3.633)
C (-1.974, -2.502, 1.627)
C (-1.761, -2.820, 3.098)
C (-2.663, -3.958, 3.558)
O (-1.996, -1.663, 3.899)
H (-3.009, -2.176, 1.465)
H (-1.319, -1.696, 1.308)
H (-1.780, -3.367, 0.995)
H (-0.718, -3.090, 3.264)
H (-3.716, -3.685, 3.442)
H (-2.498, -4.173, 4.615)
H (-2.475, -4.868, 2.983)
H (-2.913, -1.403, 3.765)
C (2.209, 4.628, -0.777)
C (1.886, 3.608, 0.305)
C (1.304, 4.267, 1.547)
O (3.035, 2.849, 0.638)
H (2.961, 5.344, -0.431)
H (2.619, 4.125, -1.654)
H (1.318, 5.182, -1.081)
H (1.169, 2.887, -0.090)
H (2.029, 4.962, 1.983)
H (1.076, 3.514, 2.301)
H (0.391, 4.821, 1.316)
H (3.702, 3.437, 1.008)
C (1.763, 2.542, -4.452)
C (0.747, 2.066, -3.427)
C (-0.002, 0.828, -3.898)
O (-0.183, 3.118, -3.140)
H (1.264, 2.818, -5.386)
H (2.280, 3.425, -4.093)
H (2.500, 1.767, -4.671)
H (1.256, 1.847, -2.488)
H (-0.555, 1.045, -4.817)
H (-0.724, 0.508, -3.146)
H (0.684, 0.003, -4.094)
H (-0.646, 3.326, -3.958)
C (1.212, 7.355, -6.642)
C (0.973, 6.321, -5.551)
C (0.383, 6.945, -4.296)
O (2.180, 5.635, -5.237)
H (1.926, 8.109, -6.298)
H (1.632, 6.884, -7.530)
H (0.287, 7.861, -6.919)
H (0.293, 5.553, -5.926)
H (1.072, 7.685, -3.880)
H (0.219, 6.182, -3.535)
H (-0.566, 7.441, -4.507)
H (2.811, 6.279, -4.897)
C (0.257, -3.700, -2.327)
C (0.946, -2.554, -1.594)
C (2.444, -2.553, -1.854)
O (0.685, -2.637, -0.200)
H (0.648, -4.660, -1.979)
H (-0.817, -3.690, -2.132)
H (0.416, -3.636, -3.406)
H (0.514, -1.606, -1.921)
H (2.893, -3.479, -1.486)
H (2.929, -1.732, -1.330)
H (2.660, -2.467, -2.922)
H (1.075, -3.454, 0.129)
C (-6.315, -6.132, 2.490)
C (-5.900, -5.792, 3.913)
C (-6.642, -6.638, 4.936)
O (-6.117, -4.405, 4.171)
H (-7.382, -5.937, 2.347)
H (-5.769, -5.515, 1.777)
H (-6.124, -7.182, 2.260)
H (-4.827, -5.947, 4.021)
H (-7.719, -6.458, 4.870)
H (-6.326, -6.378, 5.946)
H (-6.462, -7.702, 4.777)
H (-7.061, -4.235, 4.080)

Output
LUMO energy   2.2 eV
E_HOMO   -4.03 eV
Frontier orbital gap   6.19 eV
Multiplicity   1
Net charge   -1

# 2
Here is C27H41BN7S3Tc as an isolated structure from OMol25. Energies are from the ωB97M-V functional and the def2-TZVPD basis.

Positions of all 80 atoms, in Å:
Tc (0.517, -0.027, -0.817)
C (5.326, 0.660, 0.324)
C (4.842, -0.473, 1.221)
C (4.630, -1.749, 0.422)
C (5.830, -0.752, 2.352)
N (3.542, 0.003, 1.861)
C (3.549, 0.969, 2.838)
C (2.268, 1.173, 3.229)
N (1.460, 0.343, 2.496)
B (-0.079, 0.321, 2.806)
N (-0.792, -1.020, 2.503)
C (-0.959, -1.946, 3.504)
C (-1.669, -2.985, 3.005)
N (-1.952, -2.703, 1.690)
C (-1.399, -1.510, 1.407)
S (-1.481, -0.719, -0.164)
C (-2.775, -3.611, 0.782)
C (-4.019, -2.850, 0.339)
C (-3.197, -4.839, 1.578)
C (-1.890, -4.047, -0.382)
N (-0.871, 1.531, 2.199)
C (-1.952, 2.006, 2.902)
C (-2.456, 3.067, 2.230)
N (-1.686, 3.263, 1.111)
C (-0.744, 2.302, 1.107)
S (0.525, 2.075, -0.067)
C (-2.033, 4.404, 0.145)
C (-2.184, 5.669, 0.986)
C (-3.342, 4.007, -0.527)
C (-0.945, 4.630, -0.890)
C (2.262, -0.344, 1.659)
S (1.556, -1.464, 0.496)
H (6.256, 0.361, -0.158)
H (5.521, 1.571, 0.889)
H (4.597, 0.882, -0.457)
H (5.612, -2.115, 0.123)
H (4.062, -1.586, -0.493)
H (4.161, -2.536, 1.015)
H (6.742, -1.159, 1.916)
H (5.434, -1.486, 3.052)
H (6.115, 0.145, 2.897)
H (4.460, 1.411, 3.195)
H (1.868, 1.811, 3.997)
H (-0.154, 0.463, 3.985)
H (-0.578, -1.774, 4.493)
H (-2.004, -3.886, 3.480)
H (-4.615, -2.546, 1.198)
H (-4.628, -3.513, -0.274)
H (-3.793, -1.973, -0.264)
H (-3.836, -4.585, 2.423)
H (-2.346, -5.429, 1.919)
H (-3.782, -5.472, 0.914)
H (-1.679, -3.230, -1.069)
H (-2.411, -4.821, -0.944)
H (-0.954, -4.476, -0.021)
H (-2.257, 1.567, 3.834)
H (-3.290, 3.698, 2.467)
H (-3.014, 5.623, 1.687)
H (-2.387, 6.501, 0.314)
H (-1.268, 5.893, 1.533)
H (-4.151, 3.888, 0.193)
H (-3.228, 3.079, -1.087)
H (-3.634, 4.790, -1.225)
H (0.027, 4.829, -0.439)
H (-1.228, 5.521, -1.450)
H (-0.866, 3.816, -1.607)
N (0.524, -1.009, -2.718)
C (1.247, 0.087, -3.342)
C (2.230, 0.698, -2.551)
C (2.941, 1.785, -3.055)
C (2.661, 2.242, -4.329)
C (1.665, 1.640, -5.095)
C (0.938, 0.566, -4.605)
H (1.044, -1.887, -2.729)
H (-0.375, -1.176, -3.165)
H (2.550, 0.280, -1.575)
H (3.710, 2.257, -2.459)
H (3.219, 3.071, -4.739)
H (1.458, 2.009, -6.091)
H (0.169, 0.098, -5.204)

Output
LUMO energy (spin up / spin down)   -10.9 / -10.6 eV
E_HOMO (spin up / spin down)   -16.84 / -16.90 eV
Relative energy (zero: lowest compared OMol25 entry of this formula, charge and spin)   0.349 eV
Frontier orbital gap (spin up / spin down)   5.98 / 6.34 eV
Multiplicity   2
Net charge   +3

# 3
Here is one molecule with the formula C3H7N3 in a non-equilibrium geometry from OMol25. Energies are from the ωB97M-V functional and the def2-TZVPD basis.

Positions of all 13 atoms, in Å:
H (0.956, 2.076, -0.013)
N (1.453, 1.210, 0.076)
C (0.784, 0.152, -0.094)
N (1.367, -1.144, 0.143)
N (-0.509, 0.060, -0.508)
C (-1.583, 0.719, 0.155)
C (-1.458, -0.805, 0.145)
H (0.954, -1.828, -0.467)
H (2.389, -1.087, 0.115)
H (-1.311, 1.215, 1.115)
H (-2.346, 1.214, -0.460)
H (-2.035, -1.469, -0.533)
H (-1.242, -1.396, 1.034)

Output
SMILES   [H]/N=C(/N)N1CC1
LUMO energy   1.1 eV
E_HOMO   -9.16 eV
Relative energy (zero: lowest compared OMol25 entry of this formula, charge and spin)   1.136 eV
Frontier orbital gap   10.23 eV
Multiplicity   1
Net charge   0

# 4
Here is one molecule with the formula C2H10OSi2 in a non-equilibrium geometry from OMol25. Energies are from the ωB97M-V functional and the def2-TZVPD basis.

Positions of all 15 atoms, in Å:
C (-1.288, -1.596, 0.134)
Si (-0.451, -0.039, -0.591)
C (-1.088, 1.521, 0.415)
Si (1.894, -0.002, -0.644)
O (2.346, 0.205, 0.919)
H (-1.021, -1.807, 1.137)
H (-2.319, -1.562, 0.159)
H (-0.832, -2.347, -0.417)
H (-0.817, 0.433, -2.080)
H (-0.549, 1.627, 1.452)
H (-0.896, 2.351, -0.159)
H (-2.086, 1.440, 0.627)
H (2.795, -1.224, -1.097)
H (2.468, 1.046, -1.573)
H (1.842, -0.045, 1.719)

Output
SMILES   C[SiH](C)[SiH2]O
LUMO energy   0.6 eV
E_HOMO   -9.68 eV
Relative energy (zero: lowest compared OMol25 entry of this formula, charge and spin)   0.000 eV
Frontier orbital gap   10.23 eV
Multiplicity   1
Net charge   0